{"formula": "C5H4S2", "method": "ωB97M-V/def2-TZVPD", "species": ["C", "C", "C", "C", "C", "S", "S", "H", "H", "H", "H"], "xyz": [[-0.134, -0.186, -0.883], [-2.679, 0.288, 1.116], [-1.119, 0.358, -0.286], [0.919, -0.811, -1.391], [-1.267, 0.734, 1.167], [-3.940, 0.097, 2.156], [-2.833, 0.361, -0.618], [1.651, -0.359, -1.941], [1.070, -1.949, -1.323], [-1.082, 1.892, 1.272], [-0.640, 0.376, 1.845]], "gap_ev": 8.30, "max_force_ev_per_a": 4.6, "charge": 0, "e_tot_ha": -989.1716, "homo_ev": -8.79}

{"formula": "C51H62N2P3S2SbSi3V", "method": "ωB97M-V/def2-TZVPD", "species": ["V", "S", "P", "C", "P", "S", "C", "C", "C", "C", "C", "C", "C", "C", "C", "C", "C", "C", "C", "C", "C", "C", "C", "C", "C", "C", "C", "C", "C", "C", "H", "H", "H", "H", "H", "H", "H", "H", "H", "H", "H", "H", "H", "H", "H", "H", "H", "H", "H", "H", "N", "P", "C", "C", "C", "C", "C", "C", "C", "C", "C", "C", "C", "C", "C", "C", "C", "C", "C", "N", "H", "H", "H", "H", "H", "H", "H", "H", "H", "H", "H", "H", "H", "H", "H", "C", "Si", "C", "C", "Sb", "Si", "C", "C", "C", "Si", "C", "C", "C", "H", "H", "H", "H", "H", "H", "H", "H", "H", "H", "H", "H", "H", "H", "H", "H", "H", "H", "H", "H", "H", "H", "H", "H", "H", "H", "H"], "xyz": [[-0.556, 0.909, 0.578], [-0.856, -0.992, 2.236], [1.025, -0.256, 2.468], [1.167, 1.322, 1.861], [0.532, 2.538, 2.906], [-1.118, 3.403, 2.175], [0.203, 2.039, 4.638], [-1.044, 1.518, 4.989], [-1.282, 1.076, 6.287], [-0.279, 1.155, 7.248], [0.965, 1.673, 6.909], [1.203, 2.109, 5.609], [1.814, 3.826, 3.146], [3.081, 3.675, 2.597], [4.029, 4.694, 2.710], [3.709, 5.869, 3.374], [2.442, 6.024, 3.935], [1.501, 5.011, 3.817], [1.630, -0.673, 4.157], [0.854, -1.331, 5.097], [1.389, -1.655, 6.347], [2.700, -1.322, 6.657], [3.485, -0.659, 5.717], [2.950, -0.337, 4.476], [2.183, -1.351, 1.545], [3.299, -0.813, 0.925], [4.241, -1.634, 0.300], [4.071, -3.012, 0.310], [2.969, -3.564, 0.963], [2.041, -2.739, 1.584], [-1.822, 1.470, 4.243], [-2.254, 0.670, 6.550], [-0.465, 0.812, 8.261], [1.753, 1.734, 7.654], [2.179, 2.500, 5.345], [3.311, 2.742, 2.093], [5.016, 4.567, 2.280], [4.440, 6.665, 3.457], [2.189, 6.941, 4.457], [0.508, 5.137, 4.239], [-0.172, -1.579, 4.857], [0.773, -2.166, 7.079], [3.111, -1.571, 7.632], [4.512, -0.397, 5.953], [3.557, 0.186, 3.745], [3.423, 0.256, 0.957], [5.104, -1.191, -0.191], [4.799, -3.656, -0.172], [2.841, -4.640, 0.993], [1.203, -3.169, 2.114], [0.131, 2.043, -2.279], [0.830, 0.767, -1.303], [2.562, 1.080, -1.746], [3.259, 1.999, -0.958], [4.556, 2.365, -1.293], [5.158, 1.827, -2.426], [4.454, 0.941, -3.234], [3.155, 0.568, -2.899], [0.351, -0.783, -2.167], [-1.074, -0.862, -2.662], [-1.255, -2.014, -3.667], [-0.600, -3.269, -3.170], [0.510, -3.205, -2.431], [1.071, -1.905, -2.036], [-0.986, 2.694, -1.816], [-1.566, 3.766, -2.514], [-2.745, 4.277, -2.057], [-3.362, 3.707, -0.940], [-2.714, 2.694, -0.289], [-1.511, 2.212, -0.683], [0.703, 2.545, -2.933], [2.771, 2.420, -0.081], [5.098, 3.067, -0.668], [6.174, 2.106, -2.684], [4.914, 0.537, -4.129], [2.612, -0.129, -3.529], [-1.371, 0.088, -3.111], [-2.320, -2.198, -3.834], [-0.994, -4.233, -3.491], [1.028, -4.110, -2.123], [2.060, -1.877, -1.593], [-1.076, 4.159, -3.398], [-3.213, 5.105, -2.581], [-4.320, 4.057, -0.575], [-3.139, 2.240, 0.589], [-5.003, -1.791, -3.546], [-4.512, -0.494, -2.313], [-5.911, -0.294, -1.101], [-4.244, 1.073, -3.264], [-2.417, -0.864, -0.870], [-0.565, -1.576, -5.394], [-1.647, -2.414, -6.648], [1.182, -2.154, -5.650], [-0.668, 0.261, -5.650], [-2.770, -3.307, -0.153], [-3.827, -3.081, 1.359], [-3.717, -4.337, -1.372], [-1.215, -4.192, 0.283], [-5.976, -1.493, -3.962], [-5.111, -2.782, -3.090], [-4.291, -1.873, -4.377], [-6.846, -0.017, -1.612], [-5.679, 0.479, -0.357], [-6.086, -1.235, -0.561], [-5.150, 1.326, -3.833], [-3.413, 0.964, -3.976], [-4.006, 1.904, -2.595], [-1.687, -3.499, -6.478], [-1.254, -2.248, -7.660], [-2.674, -2.024, -6.615], [1.194, -3.201, -5.976], [1.776, -2.087, -4.732], [1.670, -1.552, -6.429], [-1.714, 0.600, -5.679], [-0.201, 0.528, -6.608], [-0.155, 0.816, -4.852], [-4.738, -2.514, 1.119], [-3.280, -2.533, 2.135], [-4.129, -4.058, 1.770], [-4.790, -4.101, -1.333], [-3.587, -5.397, -1.102], [-3.366, -4.203, -2.405], [-0.425, -3.478, 0.520], [-0.883, -4.819, -0.552], [-1.391, -4.825, 1.162]], "gap_ev": [6.60, 7.15], "max_force_ev_per_a": 1.7, "charge": 0, "e_tot_ha": -5963.4369, "homo_ev": [-6.30, -6.90], "spin_multiplicity": 4}

{"formula": "C13H15NSi", "method": "ωB97M-V/def2-TZVPD", "species": ["C", "C", "C", "C", "C", "C", "C", "C", "C", "C", "C", "C", "C", "N", "Si", "H", "H", "H", "H", "H", "H", "H", "H", "H", "H", "H", "H", "H", "H", "H"], "xyz": [[1.324, 3.762, 2.102], [2.582, -2.300, -1.971], [-0.018, 3.986, 1.838], [1.942, 2.578, 1.816], [1.701, -1.554, -2.658], [2.309, -2.711, -0.672], [-0.781, 3.004, 1.169], [1.126, 1.584, 1.258], [0.495, -1.106, -2.095], [1.078, -2.419, -0.165], [-0.176, 1.801, 0.960], [0.174, -1.542, -0.811], [-3.016, -0.556, -1.120], [-1.958, -2.110, 1.152], [-1.456, -0.905, 0.011], [1.797, 4.546, 2.541], [3.565, -2.538, -2.291], [-0.596, 4.833, 2.024], [2.918, 2.545, 2.038], [1.980, -1.240, -3.600], [2.988, -3.261, 0.031], [-1.859, 3.038, 0.870], [1.686, 0.541, 1.082], [0.013, -0.415, -2.627], [0.677, -2.572, 0.774], [-3.722, -0.191, -0.473], [-2.713, -0.046, -1.926], [-3.331, -1.469, -1.516], [-2.346, -1.794, 2.069], [-1.384, -2.889, 1.358]], "gap_ev": [7.53, 7.08], "max_force_ev_per_a": 4.6, "charge": 0, "e_tot_ha": -848.4715, "homo_ev": [-7.68, -7.16]}

{"formula": "C28H41GeIN8OTeW", "method": "ωB97M-V/def2-TZVPD", "species": ["W", "C", "N", "C", "C", "N", "N", "C", "N", "N", "H", "H", "H", "H", "H", "H", "H", "H", "H", "H", "H", "C", "C", "C", "C", "N", "C", "C", "C", "C", "C", "C", "N", "H", "H", "H", "H", "H", "H", "H", "H", "C", "Ge", "C", "C", "C", "H", "H", "H", "H", "H", "H", "H", "H", "H", "H", "C", "Te", "C", "C", "C", "C", "C", "C", "C", "H", "H", "H", "H", "H", "H", "H", "H", "N", "C", "O", "C", "I", "H", "H", "H", "H"], "xyz": [[0.176, 0.339, 0.404], [5.272, -1.457, -1.312], [4.422, -0.797, -0.323], [5.039, -0.274, 0.895], [3.104, -0.617, -0.508], [2.300, -0.188, 0.414], [2.636, -0.929, -1.779], [1.400, -0.718, -2.330], [1.328, -1.032, -3.642], [0.386, -0.234, -1.673], [5.458, -0.825, -2.186], [4.846, -2.413, -1.620], [6.232, -1.672, -0.855], [6.105, -0.155, 0.730], [4.888, -0.946, 1.743], [4.632, 0.711, 1.129], [2.759, -0.108, 1.316], [3.356, -1.170, -2.439], [2.077, -1.512, -4.110], [0.439, -1.033, -4.111], [-0.430, -0.172, -2.267], [-1.146, -3.761, 0.900], [-1.042, -3.955, 2.296], [-0.493, -2.977, 3.069], [-0.064, -1.756, 2.485], [-0.188, -1.572, 1.123], [-0.708, -2.585, 0.375], [0.510, -0.698, 3.205], [1.061, -0.771, 4.499], [1.879, 0.204, 4.987], [2.262, 1.269, 4.111], [1.692, 1.415, 2.904], [0.609, 0.563, 2.481], [-1.569, -4.523, 0.262], [-1.391, -4.876, 2.741], [-0.407, -3.110, 4.137], [-0.756, -2.403, -0.692], [0.868, -1.655, 5.093], [2.290, 0.140, 5.983], [3.030, 1.967, 4.417], [1.920, 2.223, 2.219], [-2.674, -0.581, 4.205], [-2.122, 1.177, 3.521], [-3.746, 2.124, 2.900], [-1.425, 2.262, 5.010], [-0.624, 1.249, 2.168], [-3.567, -0.408, 4.809], [-1.904, -1.000, 4.849], [-2.922, -1.297, 3.423], [-4.399, 2.190, 3.771], [-4.295, 1.603, 2.118], [-3.536, 3.144, 2.575], [-2.206, 2.351, 5.765], [-1.159, 3.267, 4.682], [-0.552, 1.801, 5.472], [-0.415, 2.322, 2.103], [-3.231, 2.253, -0.663], [-2.538, 0.336, 0.040], [-3.314, -0.230, -1.903], [-4.526, 0.658, -2.040], [-5.653, 0.276, -2.753], [-6.748, 1.127, -2.820], [-6.714, 2.359, -2.186], [-5.583, 2.754, -1.485], [-4.491, 1.902, -1.406], [-2.477, 2.655, -1.342], [-3.394, 2.954, 0.152], [-3.577, -1.285, -1.919], [-2.594, -0.033, -2.703], [-5.679, -0.689, -3.244], [-7.633, 0.821, -3.363], [-7.576, 3.011, -2.225], [-5.556, 3.719, -0.995], [-0.543, 4.670, -0.718], [0.198, 3.594, -0.982], [0.100, 2.588, -0.267], [1.091, 3.720, -2.194], [3.072, 3.040, -1.737], [-1.158, 4.674, 0.080], [-0.470, 5.511, -1.266], [1.193, 4.748, -2.526], [0.726, 3.108, -3.014]], "gap_ev": [5.91, 5.36], "max_force_ev_per_a": 0.9, "charge": 2, "e_tot_ha": -4314.1132, "homo_ev": [-10.89, -10.92], "spin_multiplicity": 3}